No. 1
A structure of composition C26H43BrN6P2Sn, computed with the ωB97M-V functional and the def2-TZVPD basis.

Calculated values
LUMO (alpha / beta) = -6.10 / -6.10 eV
highest occupied orbital energy (alpha / beta) = -11.57 / -11.57 eV

Geometry as ORCA input:
```
! wB97M-V def2-TZVPD RIJCOSX def2/J DEFGRID3
* xyz 2 1
N -5.053 -0.815 3.420
C -4.051 -0.099 3.963
C -3.045 0.529 3.224
C -3.021 0.414 1.812
C -4.098 -0.309 1.246
C -5.060 -0.891 2.076
C -1.984 1.082 1.016
Sn -0.158 -0.121 0.548
P 1.710 0.555 -0.803
C -1.880 0.967 -0.396
C -1.447 2.060 -1.279
C -1.752 2.012 -2.660
C -1.329 3.009 -3.546
C -0.589 4.091 -3.053
C -0.310 4.201 -1.679
C -0.744 3.198 -0.810
Br 0.057 5.430 -4.253
H -1.586 1.990 1.486
H -2.530 0.237 -0.891
H -2.273 1.112 3.740
H -4.199 -0.397 0.160
H -4.055 -0.017 5.059
H -5.894 -1.451 1.630
H -2.324 1.163 -3.049
H -0.517 3.288 0.256
H -1.562 2.942 -4.613
H 0.246 5.063 -1.300
P -0.658 -2.456 0.032
C 2.508 2.113 -0.113
C 3.310 3.042 -1.031
H 3.121 1.777 0.745
H 1.665 2.671 0.328
H 3.649 3.931 -0.468
H 4.204 2.552 -1.450
H 2.690 3.403 -1.870
C 1.413 0.958 -2.607
C 2.554 0.852 -3.626
H 0.987 1.974 -2.616
H 0.588 0.291 -2.909
H 2.170 1.090 -4.635
H 3.375 1.555 -3.411
H 2.977 -0.166 -3.667
C 3.116 -0.688 -0.865
C 4.564 -0.216 -1.048
H 2.830 -1.403 -1.659
H 3.033 -1.253 0.076
H 5.251 -1.081 -1.017
H 4.721 0.301 -2.007
H 4.867 0.471 -0.239
C 0.329 -3.880 0.759
C 1.844 -3.770 0.595
H -0.049 -4.821 0.312
H 0.076 -3.917 1.833
H 2.358 -4.618 1.082
H 2.145 -3.761 -0.467
H 2.213 -2.837 1.053
C -0.460 -2.860 -1.787
C -1.315 -1.970 -2.694
H -0.684 -3.932 -1.953
H 0.610 -2.708 -2.021
H -1.112 -2.175 -3.761
H -2.394 -2.131 -2.521
H -1.097 -0.907 -2.496
C -2.368 -3.163 0.334
C -2.703 -3.314 1.822
H -2.455 -4.133 -0.193
H -3.082 -2.468 -0.141
H -3.766 -3.577 1.962
H -2.099 -4.108 2.295
H -2.520 -2.372 2.365
N 0.895 1.950 5.427
N 1.077 1.194 4.280
N 2.095 0.373 4.082
C 1.863 -0.159 2.867
N 0.721 0.343 2.360
N 0.244 1.190 3.254
H 0.070 2.560 5.522
H 1.576 1.896 6.198
H 2.497 -0.885 2.382
*
```

No. 2
A structure of composition C26H43Cl2OPW, computed with the ωB97M-V functional and the def2-TZVPD basis.

Calculated values
LUMO (alpha / beta) = -0.62 / -0.63 eV
<S²> = 2.108
highest occupied orbital energy (alpha / beta) = -6.63 / -6.62 eV

Geometry as ORCA input:
```
! wB97M-V def2-TZVPD RIJCOSX def2/J DEFGRID3
* xyz 0 3
P -0.151 0.864 -2.897
C -1.773 0.249 -3.445
C -2.297 1.021 -4.663
C -3.745 0.608 -4.955
C -3.924 -0.914 -5.072
C -3.279 -1.713 -3.927
C -1.833 -1.276 -3.656
C 1.261 0.146 -3.771
C 1.169 0.520 -5.250
C 2.497 0.166 -5.928
C 2.902 -1.301 -5.699
C 2.810 -1.764 -4.233
C 1.479 -1.371 -3.578
C -0.092 2.722 -2.880
C -1.240 3.283 -2.006
C -1.181 4.816 -2.007
C 0.190 5.374 -1.608
C 1.353 4.719 -2.364
C 1.293 3.187 -2.377
H -2.421 0.474 -2.562
H -1.654 0.813 -5.534
H -2.248 2.107 -4.487
H -4.065 1.105 -5.879
H -4.374 0.993 -4.139
H -4.993 -1.142 -5.129
H -3.483 -1.243 -6.024
H -3.861 -1.580 -3.004
H -3.296 -2.782 -4.176
H -1.426 -1.806 -2.779
H -1.219 -1.556 -4.526
H 2.158 0.635 -3.324
H 3.270 0.833 -5.516
H 0.961 1.594 -5.378
H 0.335 -0.029 -5.724
H 2.408 0.386 -6.999
H 3.921 -1.445 -6.075
H 2.248 -1.937 -6.313
H 2.949 -2.854 -4.190
H 3.630 -1.311 -3.654
H 1.473 -1.628 -2.507
H 0.669 -1.944 -4.049
H -0.230 3.109 -3.911
H -2.213 2.963 -2.411
H -1.165 2.866 -0.984
H -1.414 5.158 -3.024
H -1.961 5.212 -1.348
H 0.337 5.244 -0.529
H 0.204 6.451 -1.807
H 2.310 5.041 -1.944
H 1.324 5.059 -3.407
H 2.078 2.810 -3.047
H 1.483 2.753 -1.378
W 0.103 -0.582 1.888
Cl 1.810 0.412 0.841
Cl -1.508 0.930 1.497
C -0.359 -1.808 0.384
H -1.200 -1.563 -0.296
C 0.361 -2.988 -0.101
C 1.787 -3.002 -0.102
C 2.444 -4.221 -0.126
C 1.760 -5.422 -0.295
C 0.372 -5.376 -0.512
C -0.313 -4.178 -0.508
H 2.345 -2.075 0.008
H 3.517 -4.238 0.026
H -0.153 -6.309 -0.646
H -1.390 -4.167 -0.707
H 2.286 -6.367 -0.251
C -0.271 -0.930 4.357
O 0.531 -0.529 5.483
H 0.318 -1.531 3.559
H -0.813 -0.062 3.897
H -1.014 -1.573 4.829
H 1.253 0.036 5.141
*
```

No. 3
A structure of composition C26H43I2MnN3OS2SbSe, computed with the ωB97M-V functional and the def2-TZVPD basis.

Calculated values
LUMO (alpha / beta) = -7.72 / -6.12 eV
<S²> = 6.480
highest occupied orbital energy (alpha / beta) = -13.17 / -13.18 eV
energy relative to the best compared isomer or geometry (same formula, charge and spin) = 0.00 kJ/mol

Geometry as ORCA input:
```
! wB97M-V def2-TZVPD RIJCOSX def2/J DEFGRID3
* xyz 2 5
Mn -0.287 0.858 0.315
I -2.156 4.275 2.940
C -1.746 4.833 0.948
I -1.754 3.223 -0.457
H -0.760 5.272 0.899
H -2.513 5.519 0.613
S 5.061 2.222 3.963
C 3.678 1.631 3.094
C 3.690 0.579 2.171
C 2.525 0.236 1.526
N 1.351 0.851 1.742
C 1.342 1.859 2.636
C 2.453 2.271 3.324
C 6.344 1.135 3.404
C 6.524 -0.103 4.000
C 7.566 -0.897 3.540
N 8.402 -0.526 2.565
C 8.220 0.679 2.019
C 7.204 1.550 2.402
H 4.601 0.042 1.942
H 2.530 -0.568 0.801
H 0.387 2.352 2.801
H 2.378 3.089 4.032
H 5.883 -0.437 4.807
H 7.743 -1.874 3.979
H 8.920 0.966 1.240
H 7.095 2.521 1.933
C -1.588 -2.931 0.106
C -0.912 -2.607 -1.224
C -1.291 -3.620 -2.304
C 0.605 -2.549 -1.026
Sb -1.563 -0.596 -1.826
C -3.754 -0.462 -1.685
C -4.212 0.720 -2.532
C -4.338 -1.779 -2.192
C -4.104 -0.235 -0.217
C -0.928 -0.231 -3.893
C -0.996 1.280 -4.112
C -1.896 -0.992 -4.791
C 0.494 -0.749 -4.059
H -1.233 -3.910 0.449
H -2.674 -2.990 0.024
H -1.335 -2.204 0.879
H -1.033 -4.622 -1.941
H -0.737 -3.460 -3.231
H -2.357 -3.622 -2.534
H 0.939 -3.501 -0.595
H 0.899 -1.759 -0.336
H 1.150 -2.397 -1.956
H -4.044 0.562 -3.597
H -3.736 1.658 -2.240
H -5.291 0.846 -2.389
H -4.020 -2.026 -3.207
H -5.430 -1.681 -2.210
H -4.097 -2.618 -1.538
H -3.681 0.695 0.171
H -3.767 -1.061 0.414
H -5.196 -0.168 -0.128
H -2.019 1.660 -4.086
H -0.584 1.507 -5.102
H -0.395 1.830 -3.383
H -2.918 -0.619 -4.722
H -1.900 -2.066 -4.596
H -1.568 -0.851 -5.828
H 1.190 -0.328 -3.343
H 0.842 -0.457 -5.056
H 0.541 -1.837 -4.007
Se 3.237 1.851 -2.634
C 1.853 1.408 -1.709
N 0.904 1.134 -1.050
C -3.688 0.202 3.239
S -2.064 -0.439 2.923
C -1.228 0.188 4.351
O -1.567 0.418 1.756
H -3.678 1.262 2.975
H -3.909 0.061 4.298
H -4.403 -0.350 2.632
H -1.592 -0.385 5.207
H -1.445 1.252 4.463
H -0.162 0.012 4.212
*
```

Strongest force on any atom for the records above, in order: 4.94 4.27 1.31 eV/Å
Energy for the records above, in order: -4815.350467 -2420.457630 -6439.918694 Ha